Entry 1:
Computed, not measured: a gas-phase ion, C9H14N4OP (charge +1) in a non-equilibrium geometry, with the ωB97M-V functional and the def2-TZVPD basis.

Last column: Mulliken spin population.
Atoms and positions in Å:
1 P 0.8448 0.7959 1.4218  0.659
2 O -0.2978 0.8543 2.3326  0.138
3 N -1.1218 -1.2558 0.1488  0.653
4 N 0.6489 -1.5371 2.2736  0.101
5 N -1.5134 -1.4064 1.3752  0.027
6 N 1.3145 -0.7899 1.4005  0.027
7 C 0.4537 1.2039 -0.3572  0.121
8 C 1.0445 0.6953 -1.4761  0.005
9 C -0.1745 2.3292 -2.6943  0.025
10 C -0.6545 -1.5246 2.4030  0.149
11 C -0.4717 2.2119 -0.3416  0.003
12 C 0.7337 1.2340 -2.6853  -0.005
13 C 2.5986 -1.1706 1.0310  0.001
14 C -2.0863 -1.3311 -0.8705  -0.016
15 C -0.7650 2.7666 -1.5640  -0.002
16 H -2.5316 -1.4576 1.6042  0.004
17 H 1.0511 -2.0049 3.0550  -0.001
18 H -2.0054 -2.2902 -1.5330  0.051
19 H -1.6805 3.4471 -1.4886  0.002
20 H 1.9712 0.1605 -1.5345  0.005
21 H -3.0746 -1.1385 -0.4615  0.003
22 H 3.0051 -0.3552 0.4723  0.009
23 H 3.0878 -1.4169 1.9857  0.003
24 H 1.3382 0.9161 -3.5366  0.001
25 H -1.0836 2.5225 0.4682  0.002
26 H 2.5947 -2.1777 0.3927  0.002
27 H -0.3526 2.7474 -3.7218  0.001
28 H -1.7559 -0.5464 -1.4392  0.029
29 H -1.1176 -1.4816 3.3396  0.003

The value obtained for the LUMO energy (alpha / beta) is -3.102 / -5.563 eV. The value obtained for the HOMO energy (alpha / beta) is -11.1 / -12.8 eV. The calculation puts the HOMO-LUMO gap (alpha / beta) at 8.01 / 7.21 eV. Its total charge is +1. As for the spin multiplicity: 3.

Entry 2:
Computed, not measured: 2 unconnected molecules or ions with the total composition C4H12 in a non-equilibrium geometry, with the ωB97M-V functional and the def2-TZVPD basis.

Last column: Mulliken charge in e.
Atoms and positions in Å:
1 C 2.4043 -0.2230 -1.6532  -1.006
2 C -1.0559 -0.3526 1.9443  -0.715
3 C 0.9634 0.4546 -1.7751  -0.687
4 C -2.4146 0.0746 1.3583  -0.756
5 H -2.9697 0.4928 2.2813  0.253
6 H -0.4138 -0.9304 1.2508  0.222
7 H 2.8088 -0.8114 -0.7882  0.305
8 H 0.9144 0.9563 -0.7695  0.177
9 H 0.7630 1.0444 -2.7280  0.288
10 H -2.3281 0.9587 0.6663  0.244
11 H -1.2912 -0.9916 2.8662  0.276
12 H 0.1622 -0.2399 -1.7067  0.256
13 H 3.1608 0.5621 -1.6875  0.291
14 H -3.0995 -0.7022 0.9070  0.262
15 H -0.3244 0.5287 2.2601  0.215
16 H 2.7203 -0.8211 -2.4261  0.376

The value obtained for the LUMO energy is 1.069 eV. The value obtained for the HOMO energy is -11.5 eV. The calculation puts the HOMO-LUMO gap at 12.59 eV. Its SMILES is CC.CC. Its total charge is 0.

Entry 3:
Computed, not measured: a molecular structure, C44H52GeN7S5TeTi in a non-equilibrium geometry, with the ωB97M-V functional and the def2-TZVPD basis.

Last column: Mulliken spin population.
Atoms and positions in Å:
1 Te 1.7336 -1.8500 1.2697  0.011
2 Ge -1.0949 1.0821 -2.5212  -0.004
3 Ti 0.0098 -0.4920 -0.7821  0.884
4 S -3.3289 0.0954 4.6596  0.000
5 S 3.5164 0.8269 -3.1192  -0.002
6 S -1.3854 -2.2750 2.8492  -0.007
7 S 1.4188 -4.1982 0.8841  0.005
8 S -0.3880 0.8549 2.6112  -0.006
9 N -0.1035 -2.5063 -1.1489  -0.018
10 N 1.8076 -0.5295 -1.8640  -0.041
11 N 2.8811 -1.7838 -3.4975  0.000
12 N 2.2157 -5.1601 -1.4402  0.000
13 N -1.9537 -0.8353 -0.2381  -0.015
14 N 0.8650 -3.3577 -1.7035  0.004
15 N 1.7425 0.7462 -1.3392  0.019
16 C -2.9102 0.0488 0.0703  0.021
17 C 0.5466 0.7295 -4.8949  0.001
18 C 3.3142 3.8525 -2.6829  0.000
19 C -2.2572 3.7187 -1.7341  0.002
20 C 1.2543 2.4537 -6.4151  0.000
21 C -3.6242 -2.5286 -0.4199  0.016
22 C 6.0663 -0.8202 5.8346  0.000
23 C 3.5526 0.6442 1.7303  -0.006
24 C -2.4454 4.8091 -0.8921  -0.001
25 C -3.0477 1.4174 3.4499  0.000
26 C -1.7656 4.8900 0.3171  0.000
27 C -3.9396 -1.6084 -4.1030  0.006
28 C -4.6189 -1.5934 -0.1402  0.004
29 C 3.3532 -2.5829 3.8128  -0.003
30 C -1.6112 1.9350 3.3935  0.006
31 C -4.2510 -0.2919 0.1092  0.006
32 C 2.5840 -3.8745 3.9454  -0.001
33 C -3.9676 1.0780 -3.4015  0.002
34 C 1.2282 1.1155 -6.0430  0.002
35 C -0.0732 3.0100 -4.4799  -0.001
36 C -2.8052 -1.0071 -3.5654  0.018
37 C 3.8161 -0.4051 2.7814  0.002
38 C -1.2453 -3.0148 -0.9179  0.002
39 C 3.1569 -1.6361 2.8056  0.007
40 C -5.0966 -0.8641 -4.2796  0.000
41 C 2.5465 1.5820 -1.8957  0.029
42 C 2.6430 3.0416 -1.5775  0.001
43 C -0.7227 2.7826 -0.1639  -0.078
44 C 1.4558 -4.1867 -0.9004  -0.003
45 C 0.5923 3.3981 -5.6399  0.000
46 C -0.1048 1.6682 -4.0896  -0.011
47 C 0.2513 -0.2030 3.9400  0.003
48 C 4.3212 -2.2867 4.7688  0.000
49 C -3.9146 -1.3192 3.6841  0.000
50 C -1.3937 2.6712 -1.3900  -0.001
51 C -0.4241 -1.5669 4.2168  0.004
52 C -5.1073 0.4809 -3.9299  0.001
53 C -0.8947 3.8741 0.6821  0.002
54 C -2.3245 -2.1097 -0.4873  0.077
55 C -2.7918 0.3442 -3.2024  -0.040
56 C 2.6771 -0.6460 -2.8370  0.002
57 C -2.9979 -2.5417 3.6368  0.000
58 C 5.0337 -1.0939 4.7706  0.000
59 C 4.7506 -0.1602 3.7800  0.000
60 H 0.3470 -2.2839 4.4996  0.001
61 H -0.3440 3.9294 1.6145  0.000
62 H -4.0074 2.1286 -3.1433  0.000
63 H 2.0892 -5.4056 -2.4090  0.000
64 H 2.4978 0.9446 1.7026  0.009
65 H -4.9855 0.4706 0.3286  0.000
66 H 6.5239 0.1593 5.7058  0.000
67 H -0.5670 3.7663 -3.8798  0.000
68 H 5.2708 0.7923 3.7818  0.000
69 H 4.3432 3.5274 -2.8561  0.000
70 H -1.4283 -4.0690 -1.0977  -0.003
71 H -3.1235 5.6016 -1.1832  0.000
72 H -3.9189 -2.6515 -4.3972  0.000
73 H -1.2502 2.1797 4.3932  0.000
74 H -1.5824 2.8520 2.7999  0.000
75 H -5.6601 -1.8878 -0.1150  -0.001
76 H -1.9039 -1.6024 -3.4488  0.019
77 H 3.5132 -1.8383 -4.2758  0.000
78 H 6.8582 -1.5702 5.8065  0.000
79 H 3.8314 0.2848 0.7354  0.000
80 H 3.1837 3.1511 -0.6335  0.001
81 H -0.0294 2.0143 0.1699  0.073
82 H 1.5729 -3.7953 3.5431  0.000
83 H 1.2971 -0.3514 3.6776  -0.002
84 H 2.4884 -4.1454 4.9964  0.000
85 H -1.1215 -1.4675 5.0409  -0.001
86 H 2.2696 -2.5581 -3.2683  0.001
87 H 5.6184 -0.8587 6.8285  0.000
88 H -4.8638 -1.6136 4.1337  0.000
89 H -3.4797 -3.3102 3.0267  0.000
90 H 1.7319 0.3759 -6.6550  0.000
91 H 4.1295 1.5438 1.9380  0.001
92 H -2.5851 1.0570 0.2827  -0.005
93 H 1.6262 3.3952 -1.4013  0.003
94 H -2.8426 -2.9680 4.6279  0.000
95 H -6.0032 1.0699 -4.0827  0.000
96 H -2.7921 3.6970 -2.6758  0.000
97 H 2.7568 3.7712 -3.6188  0.000
98 H 3.3506 4.9027 -2.4022  0.000
99 H -3.6955 2.2414 3.7508  0.000
100 H 4.5043 -3.0143 5.5542  0.000
101 H -4.1185 -0.9622 2.6709  0.000
102 H 3.0904 -4.6989 3.4390  0.000
103 H -3.8598 -3.5666 -0.6191  -0.002
104 H -1.9130 5.7422 0.9689  0.000
105 H 0.4962 -0.3261 -4.6431  0.003
106 H -5.9828 -1.3255 -4.6981  0.000
107 H 0.2305 0.3938 4.8525  0.001
108 H 2.7004 -5.8100 -0.8461  0.000
109 H 1.7812 2.7586 -7.3113  0.000
110 H 0.5871 4.4387 -5.9431  0.000
111 H -3.3766 1.0696 2.4679  0.001

The value obtained for the LUMO energy (alpha / beta) is -6.049 / -6.232 eV. The value obtained for the HOMO energy (alpha / beta) is -12.6 / -12.6 eV. The calculation puts the HOMO-LUMO gap (alpha / beta) at 6.57 / 6.38 eV. Its total charge is +2. As for the spin multiplicity: 2.

Entry 4:
Computed, not measured: a molecular structure, C28H34F3IrN3OS3Sb in a non-equilibrium geometry, with the ωB97M-V functional and the def2-TZVPD basis.

Last column: Mulliken charge in e.
Atoms and positions in Å:
1 Ir 0.6442 -0.2502 0.7709  0.685
2 Sb -2.1780 0.6352 -2.9208  0.569
3 S 2.5659 -0.9946 1.6866  -0.273
4 S 0.8536 0.6733 -1.6040  -0.263
5 S 0.0787 0.6383 2.8156  -0.210
6 F 2.4754 -0.2600 -4.4452  -0.236
7 F 1.4083 -1.8900 -5.4046  -0.282
8 F 0.3266 -0.1975 -4.6112  -0.179
9 O -1.3378 1.0685 0.3045  -0.472
10 N 3.4595 -0.9060 4.1391  0.115
11 N 0.9433 -1.6532 -0.7256  -0.415
12 N 1.0295 -0.0183 5.1730  0.227
13 C 1.3979 4.3290 7.6371  -0.440
14 C 3.6014 -3.9218 3.8707  -0.001
15 C 1.4250 -3.0943 -2.9932  -0.180
16 C 1.3727 -1.0144 -4.3987  0.462
17 C 1.3691 -3.7336 -1.7562  -0.931
18 C 3.5843 -5.2327 4.3205  -0.763
19 C 1.2547 -1.7241 -3.0701  0.009
20 C 1.0151 -1.0267 -1.8900  0.797
21 C 0.4693 1.9777 6.4824  0.957
22 C -1.7544 2.5775 -3.7083  -1.250
23 C -0.0626 0.7078 5.8580  -1.702
24 C 4.6329 -3.0647 4.2511  0.930
25 C 4.5954 -5.6936 5.1573  -0.440
26 C 2.4622 -0.6608 3.3436  0.458
27 C -4.0730 1.0241 -1.9871  -1.294
28 C 0.9469 3.2942 8.4407  -0.677
29 C 5.6297 -3.5239 5.1019  -0.350
30 C 1.4012 4.1866 6.2535  -0.782
31 C 1.9630 -0.7696 6.0337  -0.753
32 C 1.1290 -2.9778 -0.6356  -0.181
33 C 0.4878 2.1156 7.8644  -0.318
34 C 3.3619 -0.5246 5.5601  -0.696
35 C 1.2237 -0.0172 3.8957  0.387
36 C -2.9476 -0.3224 -4.6791  -1.280
37 C 5.6158 -4.8409 5.5456  -0.653
38 C -1.1052 2.4981 0.3240  -0.619
39 C 4.6805 -1.6394 3.7450  -1.678
40 C 0.9393 3.0141 5.6773  -0.031
41 H -4.4288 0.1298 -1.4782  0.383
42 H -1.9879 0.8740 0.9924  0.286
43 H 0.9445 3.4043 9.5175  0.401
44 H -3.4821 -1.2253 -4.3890  0.379
45 H 4.7907 -1.5991 2.6656  0.545
46 H -2.5332 2.8386 -4.4261  0.428
47 H 0.1275 1.3108 8.4980  0.393
48 H 1.5245 -4.7992 -1.6698  0.432
49 H 1.0814 -3.4131 0.3537  0.476
50 H 6.4331 -2.8611 5.4056  0.385
51 H -0.3556 2.7148 -0.4288  0.331
52 H 2.7849 -5.8976 4.0191  0.416
53 H 4.5808 -6.7166 5.5103  0.404
54 H 1.7448 5.2512 8.0849  0.407
55 H 1.7214 -1.8335 5.9785  0.359
56 H -4.7677 1.2839 -2.7881  0.416
57 H -1.7384 3.3146 -2.9055  0.356
58 H 1.6281 -3.6611 -3.8917  0.557
59 H -0.4588 0.0478 6.6292  0.512
60 H 4.0643 -1.1248 6.1328  0.490
61 H 0.9347 2.9108 4.5964  0.353
62 H 6.4056 -5.1992 6.1927  0.405
63 H -0.8525 0.9114 5.1430  0.547
64 H 2.8143 -3.5658 3.2125  0.357
65 H 3.6209 0.5316 5.6681  0.349
66 H -4.0045 1.8563 -1.2864  0.326
67 H -0.7901 2.5537 -4.2140  0.370
68 H -2.0279 3.0191 0.0746  0.288
69 H 1.7593 4.9918 5.6253  0.414
70 H 1.8474 -0.4355 7.0614  0.481
71 H -0.7452 2.8299 1.2976  0.269
72 H -3.6406 0.3798 -5.1475  0.403
73 H 5.5285 -1.1206 4.1920  0.475
74 H -2.1434 -0.5596 -5.3725  0.360

The value obtained for the LUMO energy (alpha / beta) is -7.864 / -7.862 eV. The value obtained for the HOMO energy (alpha / beta) is -11.8 / -11.8 eV. The calculation puts the HOMO-LUMO gap (alpha / beta) at 3.95 / 3.95 eV. Its total charge is +2.

Entry 5:
Computed, not measured: a single C10H16N4O2 molecule in a non-equilibrium geometry, with the ωB97M-V functional and the def2-TZVPD basis.

Last column: Mulliken charge in e.
Atoms and positions in Å:
1 O -1.0172 2.3076 4.3887  -0.657
2 O -1.1616 -1.9178 3.2325  -0.649
3 N 0.0913 -1.4298 0.5820  -0.360
4 N -1.1055 0.1601 3.8349  -0.051
5 N 0.6308 1.4361 0.2597  -0.452
6 N -0.0670 1.7803 2.4957  -0.247
7 C -0.6449 1.4217 3.6671  0.269
8 C 0.8020 -0.9260 -0.6443  -0.107
9 C 0.6593 0.5732 -0.9596  -0.147
10 C -0.2242 0.9378 1.3425  0.090
11 C -0.2833 0.2121 -3.2566  -0.636
12 C -0.7031 -0.8093 2.9699  0.216
13 C -0.5309 0.8764 -1.8814  -0.919
14 C 0.5981 -1.0462 -3.1795  -0.691
15 C 0.2013 -0.4744 1.7451  -0.052
16 C 0.4481 -1.7996 -1.8562  -0.747
17 H 1.2114 -0.5086 2.1012  0.292
18 H -1.2494 -0.1831 4.7860  0.339
19 H 1.0756 -2.7319 -1.8563  0.379
20 H 1.6490 -0.7656 -3.2561  0.326
21 H 0.2383 0.9691 -3.8710  0.277
22 H 0.3587 -1.7346 -4.0420  0.369
23 H 0.0467 2.7867 2.3794  0.292
24 H -0.5734 -2.1879 -1.8137  0.359
25 H 1.5583 0.8582 -1.4848  0.550
26 H -1.2982 0.9651 0.9219  0.069
27 H -0.8749 -1.6692 0.3943  0.385
28 H 1.8886 -1.0725 -0.4209  0.171
29 H 1.5921 1.5311 0.5799  0.359
30 H -1.4493 0.4979 -1.4205  0.294
31 H -1.2384 -0.0218 -3.6908  0.357
32 H -0.6282 1.9646 -2.0469  0.323

The value obtained for the LUMO energy is 0.695 eV. The value obtained for the HOMO energy is -8.9 eV. The calculation puts the HOMO-LUMO gap at 9.57 eV. Its SMILES is O=C1NC(=O)[C@H]2N[C@H]3CCCC[C@H]3N[C@@H]2N1. Its total charge is 0.

Entry 6:
Computed, not measured: a molecular structure, C29H28CsN6Te, with the ωB97M-V functional and the def2-TZVPD basis.

Last column: Mulliken charge in e.
Atoms and positions in Å:
1 Cs -0.5111 -1.1639 -1.2249  1.159
2 Te 3.3759 -0.6583 -1.3336  -0.287
3 N -0.0910 -1.9069 1.7978  0.328
4 N -0.0181 1.9152 -1.1076  0.034
5 N -2.3026 2.5323 -0.9505  -0.671
6 N -3.4788 -1.4784 -0.7497  0.007
7 N 1.5871 3.6256 -1.1143  0.057
8 N -2.5775 1.1775 -0.9235  0.207
9 C -5.2807 -3.0040 -0.4062  -0.752
10 C -0.2845 -4.2116 -0.3910  -0.306
11 C -1.0416 2.8393 -1.0319  0.012
12 C -1.2191 -6.3889 1.2551  -0.512
13 C -1.2739 -2.1051 2.6090  -1.120
14 C -3.8159 0.9196 -0.7647  -0.474
15 C 7.1182 2.3791 -0.2509  -0.345
16 C -0.7007 4.2716 -1.0196  0.712
17 C 0.7242 -0.8283 2.3202  -1.027
18 C -5.7004 -0.6538 -0.4688  -0.747
19 C 0.0546 6.9577 -0.9822  -0.352
20 C -1.0087 -5.3129 -0.8853  -0.895
21 C 5.3679 1.6616 -1.7454  -0.229
22 C -0.0629 -4.2731 1.0051  0.281
23 C 0.6469 4.6396 -1.0570  -0.029
24 C 1.2032 2.3293 -1.1432  0.128
25 C -6.1750 -1.9492 -0.3389  -0.266
26 C 5.7131 0.5006 0.3129  -0.347
27 C -1.4733 -6.3755 -0.1080  -0.417
28 C -1.2944 6.6086 -0.9460  -0.765
29 C -3.9361 -2.7177 -0.6158  -0.115
30 C -1.6657 5.2796 -0.9638  -0.203
31 C -4.3345 -0.4555 -0.6663  0.512
32 C 0.6942 -3.1424 1.6731  -0.790
33 C 6.4143 2.5230 -1.4387  -0.512
34 C 4.9887 0.6312 -0.8773  -0.358
35 C 6.7595 1.3580 0.6211  -0.480
36 C 1.0269 5.9804 -1.0375  -0.788
37 C -0.5027 -5.3301 1.8025  -0.282
38 H 6.6851 3.3074 -2.1376  0.339
39 H -1.8566 -1.1809 2.6452  0.326
40 H -1.8909 -2.8941 2.1804  0.253
41 H -4.5386 1.7326 -0.6629  0.267
42 H -6.3692 0.1953 -0.4094  0.345
43 H -3.1929 -3.5111 -0.6641  0.254
44 H -2.0490 7.3830 -0.9023  0.386
45 H 2.5727 3.8335 -1.1358  0.238
46 H 1.0411 -3.4550 2.6780  0.275
47 H 1.1102 -1.0512 3.3319  0.308
48 H -2.7041 4.9823 -0.9332  0.451
49 H 1.5741 -0.6460 1.6588  0.234
50 H 2.0039 1.5849 -1.1982  -0.329
51 H 0.1269 0.0855 2.3830  0.307
52 H -1.2258 -5.3655 -1.9552  0.320
53 H -1.5616 -7.2063 1.8805  0.362
54 H 1.5771 -2.8919 1.0796  0.391
55 H -1.0239 -2.3938 3.6473  0.287
56 H -0.2899 -5.3281 2.8706  0.251
57 H 5.4453 -0.2885 1.0047  0.352
58 H -2.0220 -7.1960 -0.5651  0.357
59 H 7.2999 1.2263 1.5520  0.329
60 H 4.8360 1.7764 -2.6831  0.401
61 H 0.3442 8.0005 -0.9667  0.384
62 H 2.0783 6.2395 -1.0656  0.385
63 H -7.2308 -2.1298 -0.1795  0.406
64 H -5.6016 -4.0306 -0.2965  0.402
65 H 7.9363 3.0474 -0.0108  0.352

The value obtained for the LUMO energy is 1.586 eV. The value obtained for the HOMO energy is -3.3 eV. The calculation puts the HOMO-LUMO gap at 4.87 eV. Its total charge is -1.

Calculated values (kcal per mole) of relative energy (zero: lowest compared OMol25 entry of this formula, charge and spin) for the records, taken in order: 0.0, 27.9, 16.8, 99.6, 8.7, 0.0.